DFT (ωB97M-V/def2-TZVPD) results for a 9-piece molecular cluster, C51H123N6O15 overall at a distorted geometry.

Results
E in eV: -94498.308
HOMO in eV: -10.342
Net charge: +3
Max |F| in eV/A: 7.133
Orbital gap in eV: 4.00

Geometry as XYZ:
```
195
C51H123N6O15, DFT ωB97M-V/def2-TZVPD
H -1.2225 -1.9714 -1.9949
C 1.9172 -1.9310 4.8779
H 1.2726 -7.4182 -1.1449
H 0.2385 1.8858 -6.4767
H -1.7654 2.4071 4.7688
H 3.8237 -4.2083 3.7029
O 0.0825 -3.7096 -1.9638
H -0.3487 -1.6770 3.1779
H 3.8017 -2.8820 5.4143
H 0.9785 -4.6449 2.7329
C 0.6253 -1.8156 2.7086
C -5.1046 -0.6796 3.2228
H 1.8883 -7.5458 -4.0134
N 2.1367 -5.8388 -2.5491
H 1.6966 2.4579 -5.7101
C -1.9822 1.3500 4.6148
H 4.3888 6.4360 0.6729
H 5.0598 0.3993 -5.1486
H 4.9836 -6.1207 -2.8027
H 3.7193 -4.0421 7.9591
H -5.4422 -0.2126 2.2976
H 2.5443 -2.6170 1.5144
H -8.1266 2.9240 -1.8787
H 2.9406 7.2135 0.0836
H 0.9791 3.1961 1.4654
H -3.2871 0.3816 -2.5717
C 2.6093 -7.1168 -3.3175
H -2.1937 1.5924 -3.0926
H -5.2984 1.1520 5.4253
H 3.3489 -5.1924 6.6823
C -4.2320 1.1229 5.6489
C 2.8784 -2.5659 5.8996
H -3.5525 1.9660 -6.3311
C 2.0040 3.2034 1.0946
C 4.9799 2.2417 1.7320
C -7.5522 2.5461 -2.7245
H -1.0237 3.5219 1.2796
H -3.1978 -1.1445 4.0918
C 1.1217 -4.1293 3.6825
H -0.5912 2.0183 -0.4609
H 1.8395 -4.7097 4.2622
C -4.6724 -3.0893 -0.9496
C 2.0223 1.6456 -2.0812
H -1.1009 -7.3103 -1.7032
H 1.6802 0.8802 -1.3846
H -1.1447 -0.5120 5.4843
C 5.3606 0.9550 3.7296
H 4.4690 -4.5229 -3.4041
C -4.5842 4.5699 -0.0691
H -0.9528 -6.0745 -2.7463
H 5.8733 0.1867 3.1509
H -3.1135 -0.3324 2.7289
H 0.5364 -2.4114 1.8002
N 2.9947 4.0524 1.8618
C -0.4901 -2.4963 -1.3816
H 5.3899 -4.6380 -1.8633
H -4.9958 1.9606 3.0255
C 1.1157 -0.3638 2.3523
C 3.8963 0.4562 -7.7088
H -5.6758 2.7118 -3.6481
H 2.4302 -4.4602 -4.2145
H 1.2601 0.0035 -5.3476
C 1.3228 1.7751 -6.4730
O -3.9682 1.3961 -4.2810
C -4.0183 2.2940 3.3741
C 0.9847 -6.5288 -1.7055
H -0.9976 -2.6647 -0.4318
H 4.7729 3.9925 0.4340
H 4.3721 0.9745 -3.1409
H -8.1356 -0.6198 4.4012
H 0.9461 -1.6803 5.3047
H 3.4208 -6.8168 -3.9806
H 4.7612 -4.0494 2.2558
H 2.3475 2.1949 0.8642
H 3.4712 5.6288 -0.4768
H 3.9050 1.8078 -5.4114
H -3.1413 3.2159 -5.1929
C -5.3692 3.2207 -0.2330
C -5.7020 0.9178 -1.3938
C -1.4884 0.7223 0.0968
C -3.7220 2.5494 -2.1385
H 0.9793 5.0688 3.9837
H -3.0909 2.6425 -1.2547
C 2.8016 3.7380 3.4057
H -2.1949 1.7649 -5.3195
H 2.0055 -0.2114 -9.0106
C 1.7192 0.3076 -6.2883
C 1.5973 -4.6572 -3.5396
C 4.6602 -5.1210 -2.5131
N 3.2464 0.0197 -6.3522
O 5.2663 2.2549 3.1046
O -1.0303 6.2876 0.4179
C -6.1479 3.0465 -2.7245
O -6.1950 -0.6211 4.2291
H 3.0971 -1.8393 6.6822
H -1.3719 1.1551 3.7330
H -7.5121 -0.7746 2.6343
O -1.5013 1.5329 1.0578
H 0.6725 3.2910 3.7365
H 1.3203 -0.2592 -7.1295
H 1.1559 2.2340 -2.3831
H 2.0835 -0.1873 1.8829
H 0.4458 0.0798 1.6157
C 2.6601 5.5897 1.6873
O -5.2820 -4.1354 -1.1317
H 5.1445 4.3631 2.1121
H -5.0309 2.5111 0.5221
H 1.8557 -2.9545 -2.2804
H -6.1501 4.1252 -2.5679
H 1.5762 5.6500 1.5898
H -7.5259 -2.1048 3.9869
H -3.5093 4.3912 -0.0952
H -0.3708 1.0057 6.0083
H 3.3590 0.5398 -9.7949
H 2.9506 -7.9991 -2.7760
H 3.8245 1.5439 -7.7047
C -0.3543 -6.9135 -2.3912
O -3.3837 -3.0217 -0.8928
H -6.7200 0.8413 -1.0119
H 4.1931 1.5069 1.5616
H 4.6156 -1.6310 -6.5665
N -5.1816 2.4219 -1.6257
H -2.9692 3.9840 4.4775
H -7.7091 1.4989 -2.9831
H 6.0067 1.2042 4.5714
H 2.8752 6.1378 2.6046
C -3.9322 3.7278 4.0356
H 2.9549 -1.9372 -7.2013
C -7.4437 -1.0610 3.6838
C -3.2595 1.3811 -3.0058
H 1.9304 3.7642 0.1628
O 2.3355 1.1265 -3.4510
H 0.9044 -5.2911 -4.0930
H 0.1623 -3.9364 4.1624
H 3.2340 -1.7215 -5.4329
C 1.4029 4.0645 3.9735
H 2.4881 -1.0509 4.5817
C 4.5231 3.7436 1.4654
C 2.9118 -4.4523 7.3526
H 5.8905 2.0240 1.1738
C 3.5814 0.5201 -3.7379
H 2.2422 -4.9433 8.0588
H -3.4845 -2.0963 -0.6581
H -3.9650 0.1478 6.0564
H 0.3761 -1.8517 -1.2322
H -3.3051 2.2456 2.5512
H -3.5765 3.4835 -2.6811
C 3.0927 -0.1383 -8.9841
H 0.7552 -5.7514 -0.9767
H 4.3635 0.5999 3.9900
C -3.7335 -0.3177 3.6253
H 3.4648 -1.1378 -9.2094
C 3.3474 6.2552 0.4066
C -1.0241 5.1116 0.3757
O -0.6064 4.4205 -0.5910
H -4.9176 0.4757 -0.7794
H -4.7552 5.1115 0.8612
H -4.0524 4.4258 3.2072
O 2.0757 -3.5549 6.5704
O -1.2193 4.4489 1.4350
N 1.6646 -2.6679 3.5350
H 3.4875 -1.8110 2.7563
H -0.3164 -7.6882 -3.1570
C -1.3156 0.5342 5.7380
H -4.7740 5.1970 -0.9402
H -5.0475 -1.7067 2.8623
C 3.5506 -1.4385 -6.4367
H -5.6478 0.4220 -2.3630
C 3.7473 -3.9570 2.6451
H -4.7728 3.8391 4.7205
C -3.2202 2.1347 -5.3068
H 1.0867 0.2706 3.2382
H 2.7419 2.3097 -1.6025
H -1.7861 0.6974 6.7076
C 4.0274 0.7425 -5.2162
C 3.3839 -5.3825 -1.6612
H 3.1443 -4.4642 -1.1251
H 3.5288 4.4115 3.8594
H 1.4396 3.7738 5.0234
N -3.5056 1.1175 4.2895
C 2.9286 -2.7189 2.5293
H 3.3149 -6.1817 -0.9232
H 0.7350 -2.7265 -3.6500
H -7.9801 3.0014 -3.6177
H 3.1298 2.7279 3.6509
O -0.7302 1.1791 -0.9059
O -5.2828 -2.0852 -0.5915
C 1.0780 -3.4222 -2.8841
H 3.5597 -0.5632 -3.6193
H -4.0451 2.0648 6.1647
H 4.9707 0.2880 -7.6345
O -2.3128 -0.2457 0.0191
H 3.3291 -4.8317 2.1469
H -6.4275 3.4619 -0.1331
H 1.6748 2.1919 -7.4166
```

DFT (ωB97M-V/def2-TZVPD) results for a 8-piece molecular cluster, C51H124N8O15 overall at a distorted geometry.

Results
E in eV: -97520.223
HOMO in eV: -8.159
Max |F| in eV/A: 2.631
Orbital gap in eV: 8.71

Geometry as XYZ:
```
198
C51H124N8O15, DFT ωB97M-V/def2-TZVPD
H -13.6537 20.5494 12.6682
C -15.4325 16.1185 20.6987
H -12.5405 18.0886 27.2141
H -13.4242 13.1581 19.3645
H -12.7378 22.2211 23.0471
C -16.5108 15.1319 22.7000
H -18.6636 20.1005 20.7288
C -15.9722 24.0433 25.6231
H -21.6847 25.6213 19.1260
H -13.2937 23.7868 18.4031
H -22.4662 21.8304 19.6205
H -15.3114 24.9174 25.7103
H -16.9521 26.2229 26.5026
H -14.7293 23.0215 24.2198
H -13.6350 16.9743 22.3663
O -17.3140 24.3201 25.8575
H -15.5719 23.3515 26.3850
H -15.9158 24.0743 19.8001
H -19.3568 19.0202 19.5666
H -13.5449 13.8856 14.5824
H -19.0141 20.8064 17.8454
C -16.1807 24.5137 20.7696
H -17.0338 24.5113 23.1994
H -14.5260 24.4910 16.2023
O -13.4207 14.4745 17.8135
C -16.2873 22.2827 16.1498
H -11.5608 21.0643 27.8140
H -13.9930 12.7332 16.9444
H -13.2559 22.4531 26.9797
H -14.4812 22.6473 18.6933
H -17.2087 18.1637 20.9243
H -16.4166 22.6324 21.7632
H -11.8387 13.3829 18.5073
C -15.6608 16.3278 22.2036
C -14.3080 16.6661 24.3594
H -21.4547 22.7054 22.3660
H -22.7858 20.5901 22.2171
C -23.2197 22.5757 19.3299
C -12.7438 20.6669 13.2445
C -17.5549 25.3489 26.7842
O -13.3452 20.0230 27.6674
H -14.8135 23.3094 21.8824
H -23.1475 23.4165 20.0307
N -19.0661 24.2081 23.2558
H -10.4601 22.5778 24.0000
H -12.7248 18.4292 28.8858
H -12.0027 23.4608 25.2975
C -12.2274 20.6388 27.0503
H -20.2960 21.1738 18.9908
C -24.9326 21.4031 20.4462
H -21.3211 27.1125 20.0337
H -12.6723 23.6037 15.7453
C -24.6901 19.9028 20.3401
H -21.0634 24.8930 23.3463
C -17.4591 17.6040 24.6220
H -17.5278 15.2813 22.3178
N -17.3456 19.3430 19.2463
C -20.0458 25.2826 23.2050
H -11.3674 20.7957 15.7041
H -10.4926 21.0268 24.7934
H -20.3075 27.1353 22.0102
H -18.4466 24.1941 18.6368
C -11.1312 21.8154 24.3996
C -12.7835 21.7997 26.2477
C -14.2990 16.2676 22.8822
C -20.5256 22.2216 22.6805
O -20.7925 25.3860 20.9696
H -18.2978 14.7700 17.0595
H -16.6515 20.1346 24.6061
O -18.1386 15.7963 15.2685
H -11.5878 19.9582 26.4807
H -19.6761 20.9175 25.5635
H -12.6088 19.2493 21.8630
H -16.5011 21.2195 19.0660
H -14.7381 18.8552 19.5246
H -17.2744 24.6421 20.6959
C -21.7956 18.6539 22.2101
H -12.3811 13.3570 16.4378
H -19.1592 23.0249 17.4478
N -11.7400 22.5149 25.5225
H -15.7195 22.3739 15.2187
H -16.3480 22.4270 24.2499
O -24.5185 22.0588 19.2509
H -17.2486 26.7008 20.2206
H -12.7578 20.5815 23.7959
O -17.5064 17.7683 21.7635
N -13.2729 22.1491 17.0848
H -14.1130 20.4009 19.1595
H -14.8218 15.2359 20.5247
H -13.5376 21.4390 25.5365
C -13.4206 13.6294 16.6677
C -14.0089 14.3351 15.4626
H -18.5993 25.6465 26.7333
H -25.9984 21.6089 20.5445
H -13.6495 15.3783 15.5019
H -17.2887 25.0487 27.8035
C -19.4501 16.1963 15.4571
H -15.9801 26.4287 19.0288
H -20.4921 21.3095 22.0610
H -18.5982 21.3382 24.1836
C -13.8682 18.7440 16.9914
H -19.0722 23.8213 24.1964
H -16.0651 20.3366 20.5573
H -15.7807 27.7055 20.2308
C -12.2461 20.1788 21.3891
H -16.5857 15.1978 23.7827
H -18.1639 16.9706 24.0815
C -15.7671 23.3661 24.2955
H -15.5496 20.2032 23.1802
H -15.8639 15.9011 16.5615
H -23.1802 18.5094 20.2909
H -19.6755 16.5005 16.4941
N -16.0373 24.2574 23.1912
H -24.4134 21.8323 21.3123
H -14.2348 18.7665 24.2657
C -20.6907 16.7270 21.4423
H -18.9979 26.1534 21.5435
H -17.8421 13.7947 15.6443
H -11.3528 23.0574 16.7347
H -25.0243 19.6244 19.3388
C -16.2346 14.8724 16.4201
H -17.1763 19.9225 22.8496
O -20.6243 21.8522 24.0375
O -11.3977 20.8633 22.2546
C -14.9319 19.7245 18.8661
C -19.0607 23.3055 18.4988
C -16.2057 20.2453 19.4766
H -20.1983 15.4218 15.2453
H -11.1100 22.1285 14.5252
H -19.6847 17.1203 14.9261
H -14.9149 16.9996 20.3117
H -15.8643 21.4936 16.7744
H -20.1569 16.8504 20.4901
O -21.9234 17.4099 21.5280
C -15.8819 23.5810 21.9102
C -16.1580 26.6983 20.0787
H -18.0577 18.4051 25.0631
H -20.9516 15.6610 21.4295
N -16.2724 17.6385 22.4369
C -12.7351 13.8763 18.9001
H -14.1666 18.1976 27.8203
O -18.5987 22.2439 19.3039
C -13.9836 23.1428 17.8479
C -19.2097 21.0277 18.9108
H -15.1445 24.8509 17.7868
C -20.9602 26.1091 19.7776
O -15.5979 25.7632 20.9520
N -23.3389 19.4643 20.5823
H -19.4277 23.3745 21.2980
H -20.9056 19.1751 21.8273
C -19.5967 21.0173 24.4817
H -13.8987 17.6950 17.3173
H -16.0441 14.4359 17.4048
O -14.9429 19.4778 17.5060
H -12.1500 19.7483 13.3072
H -19.9986 16.8820 22.2724
O -12.9884 21.2516 14.5070
C -20.0273 26.0762 21.9351
H -12.4493 14.6069 19.6531
C -16.4257 19.7223 23.6234
C -12.2504 22.7016 16.2129
C -14.9852 24.0240 17.0855
H -13.8030 21.4164 16.6481
H -17.0925 16.9380 25.4080
H -16.1909 14.1847 22.2737
H -13.7749 18.8004 15.9117
N -15.4496 14.2354 15.3626
H -14.7907 15.8894 24.9651
C -12.1253 21.3628 23.3527
H -20.0509 23.6466 18.8549
H -13.8657 15.2729 22.7654
H -21.5881 18.4342 23.2672
H -22.9046 22.8863 18.3322
C -23.0026 19.5390 22.0151
H -25.4198 19.4457 21.0374
C -18.6375 19.8368 19.6640
C -17.7113 14.7689 16.1361
H -15.7923 14.6750 14.5142
H -16.4026 16.0665 20.2010
C -13.1787 18.6517 27.9115
H -18.4425 22.4705 22.5042
H -17.3178 21.9698 15.9856
H -12.9139 19.0860 17.4241
H -20.0351 26.1723 19.1867
H -23.8781 19.3234 22.6456
H -15.2796 18.0435 25.5968
C -19.3239 23.0969 22.3400
H -19.6994 19.9829 24.1080
H -12.1067 21.3943 12.7140
C -14.9795 18.0224 24.5485
C -16.3090 18.1998 23.7829
C -11.8321 21.6530 15.2042
H -13.2647 16.6343 24.6854
H -13.1659 20.7433 21.1851
H -19.8496 25.9944 24.0101
O -16.2792 23.5391 16.7984
H -11.7923 19.8454 20.4590
H -17.3321 19.0468 18.2755
```